[1]
2 unconnected molecules or ions with the total composition C23H19Br2N2 at a distorted geometry, computed with wB97M-V/def2-TZVPD.

```
46
Properties=species:S:1:pos:R:3:forces:R:3
H -1.80524 -4.46207 -0.60785 0.22 0.10 -0.09
H 0.65781 1.91054 -1.55395 0.04 -0.32 0.37
H 4.33607 -0.84561 -1.46388 0.11 0.22 0.05
C 4.43970 3.03972 -1.69981 -0.28 -0.36 0.09
C -1.76472 0.83431 -1.04823 -0.91 0.87 0.12
H -0.02584 -4.49373 -0.49612 -0.22 0.12 -0.09
H -1.25080 0.91492 4.61502 0.04 -0.36 -0.25
H 2.30617 2.97189 -1.45008 0.34 -0.03 0.05
C -4.23020 2.10277 -1.56112 0.44 -0.27 0.15
N -1.09574 -3.48084 1.82123 -0.02 -0.18 0.64
H -5.11423 0.13725 -1.33831 0.21 0.18 0.05
C -1.84721 2.24743 -1.23050 -0.22 -0.36 -0.07
H -0.94420 2.85758 -1.17432 -0.42 -0.16 -0.04
C -2.98045 0.09535 -1.04849 0.35 0.26 -0.12
C -1.30708 -1.23902 4.79487 0.02 -0.60 -0.41
H -0.83367 -3.26779 -1.50667 -0.02 -0.14 0.05
H 6.51317 0.32040 -1.76694 -0.08 0.07 -0.04
C 1.94269 0.26796 -1.17969 -1.10 0.29 -0.14
C -1.20769 -0.03326 4.07145 0.06 -0.08 -0.37
H -1.35371 -3.44857 4.63402 0.00 0.49 0.09
C -1.27348 -2.48128 4.13060 0.00 0.54 0.61
H -1.14782 -4.47787 2.01119 0.00 0.48 0.01
H -2.93364 -0.97747 -0.86060 -0.08 0.30 -0.05
H -1.41287 -1.20193 5.88177 0.02 -0.06 -0.41
C -0.90281 -3.83857 -0.57884 0.05 0.14 -0.44
C 5.62684 2.29402 -1.77870 -0.42 -0.48 0.06
C -1.05868 -0.03010 2.67988 0.02 -0.23 -0.12
H -0.97861 0.87544 2.08306 -0.05 0.05 0.34
C 5.59341 0.88890 -1.70068 -0.30 0.33 0.05
N -0.91063 -1.60860 0.66335 -0.32 -1.55 0.71
C 3.16468 0.96964 -1.39420 0.96 0.53 -0.35
C 0.69113 0.86893 -1.23237 0.95 0.29 0.07
Br -5.86052 2.96155 -1.96206 0.30 -0.24 0.09
C -4.19494 0.71889 -1.30505 0.11 0.19 -0.11
H -0.46159 -0.88564 -0.85935 -0.03 0.98 -0.33
C -3.05251 2.86765 -1.51258 0.04 -0.19 0.05
C -1.01671 -1.26126 2.01095 -0.11 -0.82 0.47
C -0.49666 0.19957 -0.96675 0.48 -0.24 -1.96
H 2.00502 -0.79894 -0.97466 -0.03 0.08 0.08
C -0.96614 -2.93318 0.59112 0.03 0.92 1.11
C 3.22170 2.38790 -1.51448 0.51 -0.35 -0.02
Br 7.27981 3.17901 -1.98523 -0.34 -0.17 0.03
H 4.47515 4.12255 -1.76429 0.01 -0.17 -0.02
C -1.12768 -2.44626 2.75608 -0.10 -0.21 -0.14
C 4.37725 0.24177 -1.51385 -0.17 0.39 0.10
H -3.07453 3.93603 -1.71496 -0.11 -0.23 0.12
```
Forces are in eV/Å.

Calculated values
Lowest unoccupied orbital energy, eV: -5.217
Relative energy (zero: lowest compared OMol25 entry of this formula, charge and spin), kJ/mol: 121.77
Net charge: +1
HOMO-LUMO gap, Eh: 0.2184



[2]
A molecular structure, C23H19Cl2N5O2Pt at a distorted geometry, computed with wB97M-V/def2-TZVPD.

```
52
Properties=species:S:1:pos:R:3:forces:R:3
C 0.10075 1.35307 4.69399 -0.22 0.20 -0.12
H 1.50294 -0.31030 4.90950 0.03 -0.02 -0.06
H 0.04838 -0.97043 -5.68678 -0.03 -0.06 0.00
C 0.28620 0.47890 -4.11885 -0.05 -0.23 -0.27
C -3.39977 -0.84463 -0.40402 0.05 0.18 -0.02
H -1.37716 2.80938 4.11157 -0.01 -0.02 0.02
H 4.36306 -1.81235 -1.43501 0.03 0.00 -0.02
H 4.26035 -2.04922 1.13852 0.02 -0.01 0.02
C -1.79531 -2.21524 -1.59334 -0.45 0.12 0.44
H 4.35265 -0.19645 -2.16103 0.01 -0.02 -0.01
C 4.59176 -1.01378 1.21818 -0.05 0.00 -0.02
C -0.76225 -1.63128 -3.80291 -0.10 -0.18 0.04
H 0.17842 1.68015 5.72181 0.01 0.02 -0.01
H 5.68065 -1.00101 1.26898 0.00 0.03 -0.03
C -5.79510 -0.63047 -0.58639 0.09 -0.06 -0.05
C -0.75262 1.97480 3.82297 0.31 -0.06 0.22
H 4.16653 1.87100 -0.68388 0.01 0.01 0.01
N -2.26530 -1.49410 -0.55150 0.00 -0.47 -0.13
N -2.12325 0.91121 0.59268 -0.52 -0.07 -0.17
N -0.07842 0.45053 2.06066 -0.07 0.10 0.01
H 4.10965 1.69639 1.07738 0.00 0.01 -0.01
C 0.07257 0.73634 -2.78122 0.01 0.19 0.20
H 5.60865 1.35495 0.20133 0.00 -0.04 0.00
O -1.92058 -3.39492 -1.83808 0.17 -0.02 -0.16
H 0.77406 1.21623 -4.74029 -0.01 0.04 0.05
H -1.12485 -2.59267 -4.14008 0.00 0.01 0.01
H 0.39057 1.66935 -2.33591 0.02 -0.03 0.06
N -0.52860 -0.12886 -1.95687 -0.13 -0.51 -0.55
C -3.34468 0.39623 0.34481 0.37 -0.02 -0.05
C -4.64284 -1.27757 -0.92810 -0.14 0.07 -0.05
H 4.19656 -0.58886 2.14105 0.00 -0.02 0.01
C 4.12507 -0.19648 0.00250 0.41 -0.03 0.06
Cl -7.30694 -1.21347 -1.17921 -0.05 -0.06 -0.05
H 5.77654 -0.75918 -1.27350 0.00 0.03 0.05
C -5.75314 0.49593 0.27597 0.28 0.06 0.06
Pt -0.34426 0.10093 0.11585 -0.54 0.34 0.52
Cl -7.21447 1.27657 0.74906 -0.08 0.04 0.02
C -0.12270 -0.74161 -4.64382 0.09 0.32 0.15
C 4.52197 1.27845 0.15924 -0.06 0.01 0.00
O -2.66517 2.87998 1.77786 -0.14 -0.18 -0.08
C 2.66742 -0.27973 -0.05576 -0.21 -0.33 -0.17
H -4.54445 1.89453 1.32888 0.00 0.00 -0.01
C -0.96692 -1.29880 -2.47378 0.22 0.25 -0.29
C 0.73808 -0.16735 2.93421 0.22 0.03 0.18
C -0.87942 1.49482 2.51092 -0.63 0.01 -0.28
C -4.56067 1.00032 0.72581 -0.32 0.00 0.01
H 1.32445 -0.99436 2.55236 -0.09 -0.03 -0.03
C 0.85289 0.23079 4.23695 0.08 -0.09 -0.07
N 1.52750 -0.37655 -0.10770 0.99 0.25 0.06
C 4.68729 -0.77999 -1.30293 -0.09 -0.01 0.01
H -4.67207 -2.17302 -1.53411 -0.02 0.00 0.01
C -1.96399 1.88179 1.64207 0.62 0.25 0.50
```
Forces are in eV/Å.

Calculated values
2S+1: 3
Lowest unoccupied orbital energy (alpha / beta), eV: -0.524 / -1.242
HOMO-LUMO gap (alpha / beta), Eh: 0.1676 / 0.2415
Expectation value of S²: 2.04



[3]
A molecular structure, C23H19GeIrS5Se3Te, computed with wB97M-V/def2-TZVPD.

```
53
Properties=species:S:1:pos:R:3:forces:R:3
C -1.02647 -0.49473 1.87470 0.02 0.00 -0.06
C 1.20743 -3.19603 1.78604 0.07 0.02 -0.02
C -2.11361 -0.92243 4.00165 0.00 0.00 -0.01
C 0.87469 -3.73513 -0.51711 -0.04 -0.03 0.00
C 1.76524 -0.00276 -1.57979 0.02 -0.03 0.03
S 2.27202 2.64429 -5.56625 0.00 -0.01 -0.04
H 4.52918 1.91539 -1.19888 -0.01 0.00 0.01
C -1.48301 -1.38016 2.85118 -0.01 -0.01 -0.01
C -2.30810 0.43873 4.19218 0.01 -0.01 -0.02
S -1.74933 2.04340 -1.33925 0.25 -0.15 0.31
C 2.08090 -5.25825 0.90386 -0.01 0.02 0.00
C 1.56794 -4.92673 -0.34333 0.00 0.01 0.02
C 3.62387 1.37913 -0.93753 0.00 -0.01 0.00
C 1.95828 0.75453 0.68391 0.03 0.05 -0.03
H 1.08749 -2.52154 2.62746 -0.01 0.00 0.00
S 0.66825 4.12150 -0.14776 -0.01 -0.01 -0.04
Ir -2.61305 -0.07788 -1.93753 0.07 -0.06 0.06
H -0.93091 1.58255 1.31844 0.00 -0.01 0.00
H 2.61859 -6.18911 1.04382 0.00 0.00 0.00
C 1.26172 0.03025 -0.27855 0.03 -0.01 -0.01
S -0.02332 1.89009 -3.79562 0.10 0.02 0.06
H -2.04432 2.39625 3.34729 0.00 0.00 0.00
H -1.87846 -2.46397 -1.26277 0.20 -0.06 -0.24
H -1.65203 4.70865 -0.41067 0.00 0.00 -0.01
H -2.46604 -1.63156 4.74252 0.00 0.00 0.00
C 0.67980 -2.84721 0.54248 -0.09 0.02 0.04
C 0.64192 3.35589 -1.72455 0.08 0.08 0.04
C 3.12690 1.43533 0.35646 -0.01 0.00 -0.01
H -2.81031 0.79873 5.08297 0.00 0.00 0.00
C -0.28807 2.47236 -2.16061 -0.12 -0.07 -0.18
H 1.21543 -0.54298 -2.34412 0.01 -0.01 0.00
C -1.53465 -1.42408 -1.22896 -0.02 0.36 -0.08
H 3.31083 0.62930 -2.92775 -0.01 0.01 0.00
C -0.72427 5.26937 -0.31208 0.02 0.01 -0.02
H 2.29915 -4.63490 2.94746 0.00 0.00 0.00
Se -3.60585 -1.68056 -3.43250 -0.24 -0.33 -0.16
C -1.87498 1.33288 3.22236 0.00 -0.02 0.00
C -1.24157 0.87011 2.07575 0.04 0.02 0.04
C 1.41695 2.77136 -4.14630 -0.01 0.05 0.08
C 2.94122 0.65590 -1.90874 -0.01 0.01 0.01
H -0.74909 5.87243 0.59661 0.00 -0.02 0.00
H 1.70585 -5.59825 -1.18308 0.00 0.00 0.00
H 3.64431 2.01606 1.11199 0.00 -0.01 0.00
H 0.46993 -3.49182 -1.49466 0.00 0.00 0.01
C 1.89935 -4.38752 1.97018 -0.01 0.01 -0.02
Te -6.06243 -1.97578 -2.75573 0.15 0.09 -0.03
H -1.36081 -2.44876 2.70881 0.00 0.00 0.00
H -0.58295 5.92124 -1.17313 0.01 0.00 0.01
S 1.89733 3.79690 -2.85768 -0.08 -0.06 -0.05
Ge -0.24959 -1.12776 0.17479 -0.18 -0.02 0.18
Se -4.58426 0.59747 -0.69220 -0.33 0.33 0.06
Se -6.39082 0.45949 -2.20702 0.09 -0.18 0.08
H 1.58376 0.80030 1.70128 -0.01 0.01 0.00
```
Forces are in eV/Å.

Calculated values
Lowest unoccupied orbital energy, eV: 4.062
Relative energy (zero: lowest compared OMol25 entry of this formula, charge and spin), kJ/mol: 35.52
Net charge: -2
HOMO-LUMO gap, Eh: 0.1918



[4]
A molecular structure, C23H20AsFGeN3S4V at a distorted geometry, computed with wB97M-V/def2-TZVPD.

```
54
Properties=species:S:1:pos:R:3:forces:R:3
C -3.00396 0.72316 2.98415 -0.05 -0.07 0.00
H -4.96406 4.59487 -2.00631 0.01 0.00 0.00
H -4.81379 -2.57872 3.81610 -0.01 0.00 -0.01
N 0.29778 -1.71330 -0.33409 -0.03 -1.30 -0.29
C 0.00298 -3.54202 -1.80889 0.04 0.01 -0.09
H 0.67487 -5.44683 -1.08035 0.00 0.02 0.00
H 1.14974 -2.08680 1.53094 0.04 0.06 -0.08
C -4.30871 -1.64809 3.58563 0.06 0.03 -0.07
C 1.69862 -4.68382 1.37711 -0.69 -0.09 -0.14
H -3.73524 -2.28359 1.62363 0.00 0.01 -0.01
H -4.49927 0.35319 -1.70532 0.01 -0.01 0.01
H 3.33228 -5.12808 2.55343 0.02 0.03 -0.06
C -0.08635 -2.19820 -1.52706 -0.01 -0.14 0.31
H -0.48627 -1.48887 -2.24062 -0.04 0.03 0.03
C 2.97602 -4.57622 1.68775 0.64 -0.09 0.24
C -4.18200 1.34923 -1.41566 -0.02 0.07 0.03
S 2.74452 -0.98015 3.12105 0.00 0.11 -0.06
H 1.08104 -5.35032 1.97354 -0.01 0.05 -0.04
C 0.81996 -2.52914 0.58973 0.05 0.00 -0.20
F -0.01947 1.35028 -1.40178 -0.16 -0.25 -0.07
C 0.55709 -4.39172 -0.86382 -0.01 -0.20 -0.17
S 3.59445 2.48977 2.56595 -0.10 -0.07 -0.15
C -2.74960 2.80209 -0.16732 -0.02 -0.03 -0.05
H -5.64889 2.30792 -2.66020 0.00 -0.01 0.01
H 6.84542 -2.06451 1.45746 0.03 0.00 -0.04
As 2.53568 0.79348 1.98232 0.31 0.02 0.47
C 1.00789 -3.88048 0.33755 0.08 0.05 0.24
H -4.75510 -0.75210 5.48469 0.01 0.00 0.01
C -3.13266 1.50182 -0.50792 -0.05 0.15 -0.09
N 5.91349 -2.37161 -0.36028 -0.17 -0.08 0.08
C 4.00253 -3.77779 0.98318 -0.37 -0.11 0.08
S 2.65783 0.32190 -0.18820 -0.18 -0.36 0.19
C -3.61977 0.56108 4.21829 0.02 -0.03 -0.06
C -3.03225 -0.29216 2.02337 -0.08 -0.08 0.22
H -2.84343 -1.25588 -0.53755 0.02 -0.06 -0.06
H 4.73766 -2.77602 -1.99756 0.00 0.02 -0.04
S 0.28389 1.17153 1.89021 -0.01 -0.28 -0.06
C -3.40567 3.90643 -0.69559 -0.01 -0.05 -0.02
C -4.45370 3.73401 -1.59151 0.02 -0.03 0.04
H -3.08851 4.90438 -0.41775 0.00 0.00 0.01
C -3.69342 -1.47780 2.34887 0.01 0.03 0.09
C 6.00180 -2.53056 0.96178 0.02 0.08 -0.17
C 4.83883 -2.91285 -0.92756 0.07 0.04 0.07
C -4.83827 2.45141 -1.95532 0.07 -0.03 0.05
H 5.13916 -3.33585 2.75832 -0.02 0.01 -0.02
Ge -2.21314 -0.06549 0.25662 -0.33 -0.02 0.07
H -3.58239 1.36134 4.94731 0.00 0.00 0.00
H -2.49389 1.65585 2.77464 0.00 0.00 -0.02
H -1.91248 2.96281 0.50422 0.01 -0.03 0.01
N 3.87758 -3.61374 -0.33354 0.14 0.10 -0.14
C 5.06605 -3.23909 1.68408 0.12 0.05 0.18
H -0.34013 -3.90709 -2.76648 0.03 -0.02 0.00
C -4.27430 -0.62589 4.52224 0.00 0.01 -0.02
V 0.29678 0.23890 -0.10849 0.53 2.44 -0.18
```
Forces are in eV/Å.

Calculated values
2S+1: 2
Lowest unoccupied orbital energy (alpha / beta), eV: 1.560 / 1.663
Relative energy (zero: lowest compared OMol25 entry of this formula, charge and spin), kJ/mol: 46.29
Net charge: -1
HOMO-LUMO gap (alpha / beta), Eh: 0.2279 / 0.2318
Expectation value of S²: 0.79



[5]
A molecular structure, C23H20AsN5S4Se3TeW, computed with wB97M-V/def2-TZVPD.

```
58
Properties=species:S:1:pos:R:3:forces:R:3
S -0.12496 -1.36471 0.55377 -0.20 0.31 -0.14
H 3.49903 -0.69230 0.98642 -0.02 0.00 0.00
N -0.00707 2.11188 0.69407 0.08 0.58 0.09
H -2.69773 0.35331 -2.20971 -0.02 0.00 -0.03
H 2.77231 4.95453 3.03812 0.00 0.00 0.00
H 5.26094 -2.13422 0.01484 0.00 0.00 0.00
C -2.92750 1.09388 -1.46385 -0.07 -0.06 0.25
S -1.54676 -0.68104 1.86433 -0.04 -0.16 0.24
C -3.20757 -4.45187 1.95717 -0.02 0.00 0.02
H -3.20856 -2.22998 -1.85934 0.05 0.05 -0.02
As 1.57310 0.05975 3.16365 0.02 -0.08 -0.17
Se -0.16410 -1.03831 -2.48120 0.03 -0.01 -0.06
N -1.91517 1.38705 -0.58672 0.27 0.07 -0.11
C 3.59861 2.45731 0.88809 -0.09 -0.07 -0.07
N -3.27597 -2.06133 -0.86618 -0.18 -0.05 0.06
S -0.58663 0.02464 3.58488 -0.08 0.06 0.02
H -4.25952 -2.62703 1.55670 0.02 0.03 0.00
C -2.31347 -5.40249 1.48823 -0.01 0.02 0.00
H -1.08601 -5.98858 -0.17169 0.00 0.00 0.00
C -4.14539 1.69265 -1.37340 0.03 -0.07 -0.08
H -1.69793 -4.05402 -1.56111 0.01 0.02 0.01
C 3.72030 -0.65390 -0.07214 -0.01 -0.03 -0.05
C -3.56181 -3.36372 1.17487 -0.05 -0.01 -0.03
C 3.73902 3.50214 1.78204 -0.03 0.09 0.08
C 2.62832 4.13860 2.34372 0.09 -0.06 -0.05
H 5.72328 -2.04698 -2.41511 0.00 0.00 -0.01
H -3.63499 -4.55238 2.94688 0.00 0.00 0.00
C 3.00143 0.20595 -0.89665 -0.10 -0.09 0.12
C 2.31045 2.02868 0.56661 0.22 -0.04 0.03
H -2.03610 -6.24553 2.10631 0.00 -0.01 -0.01
H -5.35712 3.11741 -0.27380 -0.01 -0.01 -0.02
N 1.95841 1.00965 -0.31836 -0.25 0.24 0.12
H -3.49954 3.70504 1.28945 0.01 0.01 0.00
C 3.25796 0.27190 -2.25733 0.09 0.03 0.03
C 4.70295 -1.46021 -0.62160 0.00 0.01 -0.05
Se 0.35080 2.65871 -2.43355 -0.01 0.14 -0.28
H 4.44332 -0.50465 -3.85925 -0.01 0.01 0.00
C -2.13157 2.34416 0.35492 0.09 0.27 0.32
C -4.38845 2.64297 -0.35603 0.03 0.03 0.09
C 4.24245 -0.54410 -2.79649 -0.03 0.03 -0.07
N -1.08872 2.76019 1.08212 0.07 -0.23 -0.19
H 2.69041 0.95462 -2.87569 -0.02 -0.02 -0.02
Te -0.94489 1.97713 -4.45443 -0.09 0.08 0.05
C 1.21474 2.66123 1.14173 -0.32 -0.02 0.21
W 0.05733 0.70996 -0.75398 0.38 -0.61 -0.38
H -4.14398 -1.59796 -0.63982 -0.02 -0.03 0.02
C -1.78323 -5.25516 0.21337 0.01 -0.03 0.01
C -3.38965 2.96920 0.50754 -0.13 -0.17 -0.10
H 4.46336 1.98989 0.43868 -0.01 -0.03 0.00
H 4.73272 3.83810 2.04709 0.00 0.00 -0.01
C -2.13001 -4.17094 -0.57341 0.00 0.00 -0.02
S 2.30209 0.97936 4.81422 0.10 0.09 0.16
C -3.01786 -3.20743 -0.09698 0.09 -0.03 -0.04
C 1.34988 3.73178 2.01448 0.03 -0.07 0.03
C 4.96099 -1.40972 -1.98677 0.01 -0.02 0.08
Se 0.15637 -0.23307 -4.68906 0.14 -0.14 -0.05
H 0.46996 4.20533 2.42314 -0.01 -0.02 0.01
H -4.90823 1.43463 -2.09378 -0.01 0.01 0.01
```
Forces are in eV/Å.

Calculated values
Lowest unoccupied orbital energy, eV: -1.569
Relative energy (zero: lowest compared OMol25 entry of this formula, charge and spin), kJ/mol: 0.00
HOMO-LUMO gap, Eh: 0.2193



The evaluated energy for the records listed, in turn: -167217.5082, -63995.2558, -341025.6728, -217750.8328, -340967.2461 eV.